DFT (the ωB97M-V functional and the def2-TZVPD basis) results for C21H24CeF3NOP2 as an isolated structure.

Atoms and positions in Å:
C (-1.55881, 3.39500, -3.74945)
C (-1.35190, 2.06905, -3.34303)
C (0.00147, 1.58268, -3.20852)
C (1.07129, 2.36627, -3.67506)
C (0.77909, 3.62269, -4.20592)
C (-0.49177, 4.19355, -4.16077)
C (2.47478, 1.82295, -3.64871)
C (2.48389, 0.33793, -3.69764)
C (1.38311, -0.40018, -3.20176)
C (1.43183, -1.84351, -3.20118)
C (2.64476, -2.47548, -3.50550)
C (3.74873, -1.74940, -3.94108)
C (3.60976, -0.37432, -4.10684)
H (-2.54793, 3.85489, -3.67565)
H (1.60480, 4.19065, -4.63005)
H (-0.64767, 5.24020, -4.41083)
H (3.06748, 2.24276, -4.47283)
H (2.77056, -3.54648, -3.33714)
H (4.71113, -2.23646, -4.11831)
H (4.44556, 0.20852, -4.50660)
N (0.31696, 0.33167, -2.61511)
Ce (0.03437, 0.12316, -0.43954)
C (-2.54888, 1.25767, -2.85371)
H (-2.51490, 0.26344, -3.34347)
H (-3.49115, 1.77445, -3.13708)
C (0.25689, -2.66114, -2.68815)
H (-0.67049, -2.28347, -3.16005)
H (0.40811, -3.73046, -2.93987)
P (-2.56839, 1.02744, -1.01559)
P (0.02427, -2.58532, -0.84106)
C (1.32049, -3.70489, -0.25281)
H (1.35817, -3.66753, 0.84736)
H (1.08638, -4.73099, -0.57920)
H (2.29953, -3.39739, -0.64763)
C (-1.52120, -3.49913, -0.59239)
H (-1.32779, -4.54015, -0.89013)
H (-1.81291, -3.44229, 0.46969)
H (-2.32198, -3.06007, -1.20790)
C (-2.76944, 2.73014, -0.38247)
H (-3.75604, 3.10252, -0.69805)
H (-2.71156, 2.75060, 0.72009)
H (-1.98135, 3.39378, -0.77155)
C (-4.14269, 0.20742, -0.68807)
H (-4.20422, -0.04118, 0.38657)
H (-4.95833, 0.89607, -0.96618)
H (-4.20590, -0.72871, -1.27140)
C (2.03884, -0.72369, 0.40362)
O (3.03167, -1.07555, 0.89235)
H (3.12889, 2.23237, -2.88603)
F (-0.88209, 0.42859, 2.46159)
C (-0.83405, -0.74711, 1.71624)
F (-0.00512, -1.57167, 2.45589)
F (-2.10374, -1.29089, 1.87064)

Atoms 1-6, force components in eV/Å:
0.33 0.12 0.28
0.68 0.06 1.00
-0.47 0.34 -0.29
-0.77 0.54 -0.25
0.37 0.37 0.04
0.07 -0.64 0.11

Computed properties:
LUMO (alpha / beta), eV: -4.415 / -4.438
Spin multiplicity: 2
Charge: +1

=====

DFT (the ωB97M-V functional and the def2-TZVPD basis) results for C25H23BrN10O2PtSTe as an isolated structure.

Atoms and positions in Å:
Pt (-0.11868, -0.48919, -1.73164)
N (-3.07844, 0.99540, -0.89335)
C (-2.90134, 0.85081, -2.22055)
N (-3.81325, 1.37015, -3.01097)
C (-3.64955, 1.20029, -4.31767)
N (-4.59520, 1.57915, -5.13975)
N (-2.56194, 0.58703, -4.89165)
C (-1.69197, 0.12139, -4.05524)
N (-1.78176, 0.22047, -2.69928)
C (-0.45270, -0.53713, -4.57754)
C (-0.09591, -0.54423, -5.91436)
C (1.06558, -1.22016, -6.27850)
C (1.87856, -1.78860, -5.30196)
C (1.49257, -1.67413, -3.96926)
N (0.35313, -1.08880, -3.65111)
H (-3.98178, 1.36207, -0.63028)
H (-2.67024, 0.31284, -0.27383)
H (-5.45797, 1.97488, -4.79599)
H (-4.49271, 1.46129, -6.13571)
H (-0.72956, -0.04643, -6.64366)
H (1.36697, -1.27592, -7.33752)
H (2.81855, -2.26346, -5.52742)
H (2.11028, -2.10457, -3.19209)
Br (4.50932, 3.66724, 7.30047)
C (2.89494, 3.03992, 6.63019)
C (2.73343, 1.68489, 6.38452)
C (1.54871, 1.23022, 5.86463)
C (0.50384, 2.12028, 5.61107)
C (0.64390, 3.48338, 5.98598)
C (1.81981, 3.95076, 6.48606)
N (-0.64625, 1.73554, 5.06845)
N (-0.92538, 0.52863, 4.72714)
C (-0.95875, 0.13023, 3.46803)
C (-1.52299, -1.13065, 3.25196)
C (-1.74977, -1.67595, 1.99959)
C (-1.26423, -1.01929, 0.89367)
O (-1.25420, -1.62345, -0.31441)
C (-0.63854, 0.23924, 1.05048)
N (-0.19385, 0.78884, -0.11343)
C (0.31913, 2.02290, -0.11419)
C (0.38954, 2.76924, 1.06229)
C (-0.01819, 2.19412, 2.26335)
C (-0.53511, 0.89783, 2.30322)
H (3.52671, 1.00775, 6.66005)
H (1.39423, 0.17928, 5.64357)
H (-0.21658, 4.11558, 5.83122)
H (1.93524, 4.97420, 6.81277)
H (-1.87754, -1.64217, 4.14418)
H (-2.22191, -2.62783, 1.84851)
H (0.71513, 2.41869, -1.03471)
H (0.80718, 3.75448, 1.05460)
H (0.09623, 2.76405, 3.17796)
O (2.89729, 0.50603, -1.36938)
S (2.89958, -0.73548, -0.59815)
N (1.47583, -1.48320, -1.01270)
C (3.00035, -4.08066, -0.20688)
Te (1.09124, -3.13042, 0.01297)
C (0.10431, -4.20379, -1.55104)
H (3.01819, -4.88302, 0.49545)
H (3.79045, -3.38033, -0.00251)
H (3.07646, -4.50622, -1.20950)
H (0.70974, -4.25979, -2.46174)
H (-0.79927, -3.63999, -1.74659)
H (-0.09081, -5.18422, -1.10784)

Atoms 1-6, force components in eV/Å:
-0.24 0.78 -0.32
0.04 -0.29 -0.43
0.22 0.04 0.35
-0.26 0.05 -0.07
0.55 -0.57 -0.03
-0.72 0.43 -0.56

Computed properties:
Relative energy (zero: lowest compared OMol25 entry of this formula, charge and spin), eV: 0.0000
LUMO (alpha / beta), eV: -6.207 / -7.386
Spin multiplicity: 5
Charge: +2

=====

DFT (the ωB97M-V functional and the def2-TZVPD basis) results for C49H46GeI2IrN3O2P as an isolated structure.

Atoms and positions in Å:
Ir (0.46281, 0.03939, -0.11671)
I (4.69302, -0.69013, 6.28506)
C (3.62097, -1.02942, 4.54271)
C (4.08919, -1.93801, 3.59990)
C (3.35783, -2.13967, 2.44142)
I (3.98216, -3.57482, 1.04349)
C (2.17276, -1.46915, 2.18795)
O (1.48251, -1.65548, 0.99153)
C (1.67853, -0.59153, 3.14667)
C (0.35785, 0.08518, 2.94545)
N (0.42837, 1.19312, 1.93350)
C (-0.64579, 2.16223, 2.28132)
C (-1.05455, 3.17426, 1.22274)
C (-2.12109, 4.09035, 1.71146)
C (-2.99722, 4.51408, 0.60169)
C (-2.44176, 4.45451, -1.56764)
C (-1.02494, 4.27493, -1.72462)
N (-0.54274, 3.41383, -0.86436)
C (2.41309, -0.37695, 4.30948)
H (5.00854, -2.48119, 3.77759)
H (0.01460, 0.48855, 3.89946)
H (-0.40286, -0.62603, 2.60672)
H (1.33557, 1.63914, 2.05303)
H (-0.37784, 2.68139, 3.20532)
H (-1.53312, 1.56746, 2.50674)
H (-2.09354, 4.56863, 2.68078)
H (-3.99712, 4.82295, 0.90005)
H (-3.07162, 4.75745, -2.39590)
H (-0.37358, 4.97565, -2.23461)
H (2.01971, 0.29382, 5.06403)
C (3.63387, 0.90796, 0.19818)
C (3.58856, 0.86740, -1.32479)
C (4.90465, 1.45684, -1.84825)
C (2.42221, 1.67407, -1.90069)
C (2.51120, 1.85241, -3.42063)
O (1.14534, 1.69519, -3.88200)
C (0.43279, 1.19049, -2.89920)
N (1.04675, 1.08916, -1.75963)
C (-0.96782, 0.88709, -3.22742)
C (-1.32113, 0.82134, -4.57173)
C (-2.64145, 0.58589, -4.93870)
C (-3.61644, 0.42872, -3.96888)
C (-3.27605, 0.50046, -2.62015)
C (-1.95981, 0.72647, -2.24262)
P (-1.53492, 0.85299, -0.50327)
C (-2.78630, 0.03780, 0.48023)
C (-3.72270, 0.71554, 1.26628)
C (-4.67262, 0.00033, 1.97943)
C (-4.69573, -1.38754, 1.90968)
C (-3.76528, -2.06639, 1.13159)
C (-2.81096, -1.36047, 0.41929)
C (-1.61257, 2.66458, -0.14679)
C (0.10831, 3.93585, 0.44114)
C (0.05221, 5.42864, 0.50402)
C (-1.01160, 6.14144, 0.11654)
C (-2.33602, 5.59787, -0.36036)
C (-2.90093, 3.43383, -0.50481)
H (4.46272, 0.30800, 0.57566)
H (2.72994, 0.53439, 0.68694)
H (3.79415, 1.93349, 0.54420)
H (3.50331, -0.16705, -1.67865)
H (5.00170, 2.50437, -1.55265)
H (5.00454, 1.39763, -2.93106)
H (5.74985, 0.91824, -1.42175)
H (2.41400, 2.65318, -1.40463)
H (3.11490, 1.09049, -3.91152)
H (2.84861, 2.83762, -3.72651)
H (-0.56581, 0.94862, -5.33447)
H (-2.90259, 0.52390, -5.98670)
H (-4.64354, 0.24410, -4.25507)
H (-4.04129, 0.35351, -1.86745)
H (-3.72074, 1.79561, 1.34374)
H (-5.39867, 0.52451, 2.58633)
H (-5.44464, -1.94074, 2.46102)
H (-3.79502, -3.14656, 1.07421)
H (-2.09961, -1.89192, -0.20560)
H (1.10558, 3.52861, 0.59257)
H (0.93533, 5.94662, 0.85694)
H (-0.94294, 7.22161, 0.16981)
H (-3.00240, 6.41559, -0.62055)
H (-3.77534, 2.83350, -0.73423)
Ge (1.34049, -3.47793, 0.49657)
C (0.48486, -4.51159, 1.84966)
C (1.12437, -4.99305, 2.99222)
C (0.42039, -5.78429, 3.88538)
C (-0.91278, -6.09514, 3.64078)
C (-1.55182, -5.61858, 2.50186)
C (-0.85729, -4.82762, 1.60112)
C (1.20872, -3.81223, -1.36646)
C (1.47452, -2.95755, -2.43753)
C (1.44843, -3.45453, -3.72725)
C (1.16485, -4.79854, -3.96014)
C (0.90269, -5.65486, -2.90115)
C (0.91857, -5.16492, -1.60368)
H (0.25023, -1.03636, -1.21532)
H (2.16518, -4.77253, 3.19153)
H (0.91375, -6.17166, 4.76654)
H (-1.45201, -6.72612, 4.33487)
H (-2.58208, -5.88582, 2.30840)
H (-1.35237, -4.49324, 0.69440)
H (1.71411, -1.91349, -2.26950)
H (1.65736, -2.80150, -4.56417)
H (1.15156, -5.17880, -4.97297)
H (0.68467, -6.69830, -3.08308)
H (0.69829, -5.84116, -0.78340)

Atoms 1-6, force components in eV/Å:
0.05 0.21 0.01
-0.03 0.00 -0.04
-0.04 0.05 0.03
0.04 -0.05 -0.02
0.14 -0.02 0.07
0.02 0.06 -0.02

Computed properties:
LUMO (alpha / beta), eV: -10.754 / -10.907
Spin multiplicity: 2
Charge: +4